Model a:
Molecular formula: C5H12O2
Method: DFT, wB97M-V/def2-TZVPD

The geometry in XYZ format:
```
19
C5H12O2 wB97M-V/def2-TZVPD
C -1.32349 -0.47265 1.54329
O -0.08914 -0.36112 0.85573
C -0.15424 0.41422 -0.35781
C -0.71018 1.81509 -0.12169
C 1.25284 0.51817 -0.94298
C 1.74054 -2.23795 -0.92501
O 0.46049 -2.44644 -0.75296
H -1.65197 0.49052 1.95044
H -1.16704 -1.16448 2.37488
H -2.11678 -0.86829 0.88989
H -0.80954 -0.12867 -1.05874
H -0.09426 2.34970 0.61065
H -1.74939 1.82110 0.21856
H -0.67296 2.36564 -1.06629
H 1.96943 0.75282 -0.14899
H 1.27506 1.32143 -1.68099
H 1.59163 -0.37490 -1.48734
H 2.12058 -1.75686 0.01935
H 0.12842 -2.03732 0.08003
```

Values from the calculation:
- HOMO: -8.338 eV
- Spin multiplicity: 1
- Gap between HOMO and LUMO: 9.1 eV

Model b:
Molecular formula: C5H12O2
Method: DFT, wB97M-V/def2-TZVPD

The geometry in XYZ format:
```
19
C5H12O2 wB97M-V/def2-TZVPD
C -1.68525 2.16970 -0.46533
O -0.88013 1.13658 0.03158
C 0.41706 0.75290 -0.39192
C 0.35265 -0.76720 -0.05514
C 1.06220 -1.77070 -0.97736
C 0.60701 -1.05192 1.43948
O -0.03459 -0.11348 2.28733
H -1.87032 2.09077 -1.54637
H -2.64342 1.98704 0.03156
H -1.32594 3.17141 -0.19650
H 0.62348 0.90376 -1.46437
H 1.18988 1.31043 0.16936
H -0.70884 -0.96824 -0.22198
H 0.60534 -2.75656 -0.81751
H 2.14670 -1.87402 -0.84738
H 0.85930 -1.50970 -2.02299
H 0.23291 -2.07327 1.63083
H 1.68387 -1.05389 1.68270
H -0.63191 0.41638 1.73402
```

Values from the calculation:
- HOMO: -9.781 eV
- Spin multiplicity: 1
- Gap between HOMO and LUMO: 10.7 eV

Model c:
Molecular formula: C5H12O2
Method: DFT, wB97M-V/def2-TZVPD

The geometry in XYZ format:
```
19
C5H12O2 wB97M-V/def2-TZVPD
C -1.53384 -0.15398 2.29206
C 0.32527 0.13335 1.13571
C -0.12140 -0.42196 -0.14390
O -1.33756 -0.03248 -0.49165
C 0.96849 0.41059 -1.05839
C 1.13974 -0.39471 -2.34139
O 0.39213 1.65489 -1.26479
H -2.32971 0.52529 2.61577
H -1.81410 -1.19751 2.44954
H -0.69520 0.06539 2.96875
H 0.25666 1.21619 1.21887
H 1.08254 -0.35669 1.75160
H 0.11527 -1.49958 -0.22591
H -1.60252 0.00772 1.13549
H 1.94585 0.55970 -0.58001
H 0.15319 -0.57782 -2.77937
H 1.74606 0.18037 -3.04873
H 1.63081 -1.35549 -2.15127
H -0.57378 1.44154 -1.22903
```

Values from the calculation:
- HOMO: -9.013 eV
- Spin multiplicity: 1
- Gap between HOMO and LUMO: 8.6 eV

Model d:
Molecular formula: C5H12O2
Method: DFT, wB97M-V/def2-TZVPD

The geometry in XYZ format:
```
19
C5H12O2 wB97M-V/def2-TZVPD
C 1.81269 -1.70059 -1.20415
C 1.12727 -0.57906 -0.43079
C 0.45890 0.39921 -1.39223
C 0.11235 -1.15045 0.54597
H 2.22958 -2.44907 -0.52905
H 1.11555 -2.21221 -1.86582
H 2.61303 -1.27850 -1.81621
H 1.91202 -0.08366 0.14851
H 0.16057 1.32187 -0.89493
H -0.41994 -0.06109 -1.83935
H 1.12196 0.68193 -2.21657
H 0.58077 -1.90798 1.16871
H -0.32291 -0.37325 1.18040
H -0.70580 -1.62047 0.00301
O -3.12614 2.18560 3.17547
C -2.57441 2.41020 2.14915
O -2.31000 1.44616 1.24432
H -2.29875 3.42847 1.83051
H -1.48675 1.54288 0.74305
```

Values from the calculation:
- HOMO: -10.917 eV
- Spin multiplicity: 1
- Gap between HOMO and LUMO: 11.6 eV

List of relative energies, unit eV: model a 3.568; model b 1.120; model c 4.246; model d 0.000

Model a:
Molecular formula: H34O17
Method: DFT, wB97M-V/def2-TZVPD

The geometry in XYZ format:
```
51
H34O17 wB97M-V/def2-TZVPD
O -2.04287 -0.53827 3.65688
H -1.37101 0.18134 3.64518
H -2.08248 -0.86758 2.75478
O -1.28835 -3.58636 2.59646
H -1.18361 -2.84941 3.20730
H -1.04584 -3.31230 1.68714
O -3.75292 4.35609 -0.53056
H -3.91675 3.44156 -0.78930
H -3.91244 4.30464 0.41959
O -2.75522 0.21051 -1.23849
H -1.81650 0.11808 -1.04827
H -3.13511 0.95897 -0.78049
O 3.91691 2.28915 0.62385
H 4.86888 2.14821 0.64295
H 3.73790 2.76360 1.44395
O 2.42336 -0.29589 1.24952
H 2.83112 -0.76901 1.97607
H 2.03394 0.54407 1.51266
O -0.00109 0.55560 -0.29364
H 0.62086 -0.09013 0.09882
H 0.58498 0.94048 -0.95980
O 1.63228 -2.03254 3.18059
H 2.02432 -2.07776 2.29609
H 1.95980 -2.93910 3.39664
O -0.05563 1.05544 3.05714
H -0.24138 1.20047 2.11670
H 0.25480 1.94844 3.27279
O 1.61214 4.22193 -1.96984
H 1.97240 3.93759 -2.82649
H 1.32901 3.34294 -1.68504
O 4.12544 -2.01707 0.57311
H 4.71526 -2.28054 -0.14253
H 3.37212 -1.55288 0.13477
O -2.54696 -2.86717 -2.63041
H -2.78319 -3.47044 -1.91192
H -2.89047 -2.07446 -2.18182
O -1.42895 -4.32969 -0.19771
H -0.93924 -4.96606 -0.73557
H -1.71647 -3.69727 -0.88012
O -0.14738 -0.73952 -3.23554
H -0.20391 -0.26510 -2.40684
H 0.60766 -1.29602 -3.39368
O 2.44498 -0.97802 -2.01689
H 1.95080 -1.80915 -2.15279
H 3.08773 -1.46756 -1.49109
O 1.24266 3.44522 1.49364
H 1.61474 3.48462 0.60079
H 0.28575 3.45892 1.41233
O -3.83743 1.18679 -4.09647
H -3.60444 0.84914 -4.97384
H -3.35652 2.02369 -4.13364
```

Values from the calculation:
- HOMO: -10.471 eV
- Spin multiplicity: 1
- Gap between HOMO and LUMO: 9.9 eV

Model b:
Molecular formula: H34O17
Method: DFT, wB97M-V/def2-TZVPD

The geometry in XYZ format:
```
51
H34O17 wB97M-V/def2-TZVPD
O 0.62931 -0.79103 3.02461
H 0.19672 -0.24988 2.33738
H 1.54293 -0.86055 2.73393
O -2.79508 0.41984 0.62285
H -2.73372 0.04110 -0.26649
H -2.02539 0.94210 0.85612
O 1.60923 -2.96532 -2.44185
H 1.28816 -3.81699 -2.75983
H 1.61789 -2.35157 -3.18186
O -0.07843 -1.51616 -0.91455
H 0.27964 -2.33192 -1.31655
H 0.45722 -1.59321 -0.10741
O 3.48075 4.92615 0.25482
H 2.67881 4.39358 0.12003
H 3.58658 4.80449 1.20863
O -2.43082 0.17347 -4.74356
H -2.03492 -0.45926 -4.12456
H -1.77587 0.02586 -5.44554
O 2.59341 4.37598 3.12736
H 1.85541 3.94462 3.56967
H 3.32512 3.76542 3.27210
O 4.00446 0.24723 -0.60724
H 4.87098 -0.10235 -0.82763
H 3.94337 1.14659 -0.93845
O -1.31111 1.06473 4.42099
H -1.57177 0.17219 4.18518
H -2.10111 1.51515 4.72727
O 0.27289 0.56691 0.64644
H 0.75004 0.31323 -0.16270
H 0.82711 1.35649 0.76998
O -1.72809 -4.05080 -2.84904
H -2.56256 -4.47078 -3.04001
H -1.44223 -4.10964 -1.93812
O 0.87984 3.85909 -0.49440
H 0.49045 4.14841 0.32399
H 1.05220 4.57635 -1.10697
O -3.54691 -1.90338 1.88735
H -3.27041 -1.01689 1.55554
H -2.74745 -2.17905 2.35000
O 2.65222 -2.61288 0.48218
H 2.63426 -3.30686 -0.19839
H 3.26503 -2.07093 -0.04909
O -0.94159 3.03242 -4.17809
H -0.07974 2.61732 -4.20525
H -1.61163 2.40281 -3.92374
O -2.97809 -1.41683 -1.66472
H -3.34918 -2.18788 -1.23463
H -2.06186 -1.46985 -1.93606
O -0.89243 -3.12492 3.67044
H -1.37120 -2.42356 4.10255
H -0.20000 -2.87966 3.06067
```

Values from the calculation:
- HOMO: -10.294 eV
- Spin multiplicity: 1
- Gap between HOMO and LUMO: 9.8 eV

List of relative energies, unit eV: model a 1.344; model b 0.000

Model a:
Molecular formula: C5H10O2
Method: DFT, wB97M-V/def2-TZVPD

The geometry in XYZ format:
```
17
C5H10O2 wB97M-V/def2-TZVPD
C 2.79758 -0.36939 -0.45476
C 1.61371 -0.07102 0.42695
C 0.57577 0.42596 -0.35490
C -0.72850 0.80774 0.07589
C -1.67564 1.29383 -0.79088
O -3.00999 1.63795 -0.54575
H 3.60940 0.28181 -0.10917
H 3.13457 -1.45554 -0.48948
H 2.62299 -0.16056 -1.45667
H 1.43551 -0.49086 1.42205
H 0.59955 0.30850 -1.46337
H -0.81127 1.20415 1.06306
H -1.19304 1.75220 -1.61510
H -3.29055 1.01407 0.14044
H -0.11533 -2.39965 2.11911
H -0.02593 -2.61144 0.50223
O 0.32707 -2.88363 1.35488
```

Values from the calculation:
- HOMO (alpha / beta): -14.068 / -15.059 eV
- Spin multiplicity: 2
- Gap between HOMO and LUMO (alpha / beta): 8.8 / 7.5 eV
- Net charge: +1
- Expectation value of S²: 0.7820

Model b:
Molecular formula: C5H10O2
Method: DFT, wB97M-V/def2-TZVPD

The geometry in XYZ format:
```
17
C5H10O2 wB97M-V/def2-TZVPD
C 0.71220 1.88209 -1.56454
C 0.97647 0.49083 -1.23997
C 0.07387 -0.31378 -0.52708
O -1.14609 0.11639 -0.40845
C 0.44450 -1.63520 -0.09203
C -0.32945 -2.36207 0.72866
H -0.01770 2.37683 -0.93216
H 1.59266 2.53283 -1.65293
H 0.44346 1.90641 -2.63099
H 1.86066 0.02059 -1.65865
H -1.78833 -0.39931 0.09591
H 1.33390 -2.11703 -0.46114
H -1.27417 -2.18003 1.23014
H 0.05692 -3.30813 1.10026
H -0.66153 2.01849 2.24602
H -0.25095 0.75668 1.60184
O -0.47470 1.09750 2.47412
```

Values from the calculation:
- HOMO (alpha / beta): -14.505 / -15.136 eV
- Spin multiplicity: 2
- Gap between HOMO and LUMO (alpha / beta): 9.5 / 7.5 eV
- Net charge: +1
- Expectation value of S²: 0.7667

List of relative energies, unit eV: model a 1.036; model b 0.000

Model a:
Molecular formula: C8H6O4
Method: DFT, wB97M-V/def2-TZVPD

The geometry in XYZ format:
```
18
C8H6O4 wB97M-V/def2-TZVPD
C -1.95920 0.43945 -0.01131
C -1.38182 1.84116 0.16788
C -0.02179 1.83446 0.49810
C 0.90388 0.67304 0.14533
C 2.31132 0.32188 -0.02968
C 2.30915 -1.19403 0.28903
C 0.26154 -0.57321 -0.02993
C -1.15358 -0.62137 -0.10278
H -3.71718 -0.55604 0.19885
H -2.14126 2.73913 -0.06142
H 0.59025 2.86482 0.90399
H 2.67499 -1.42161 1.32977
H 3.42603 -1.51641 -0.38826
H -1.50748 -2.58345 0.05454
O -3.29532 0.25444 -0.35456
O 3.23529 1.06134 -0.66185
O 1.02398 -1.58347 0.12996
O -1.83173 -1.71414 -0.06322
```

Values from the calculation:
- HOMO: -8.621 eV
- Spin multiplicity: 1
- Gap between HOMO and LUMO: 8.4 eV

Model b:
Molecular formula: C8H6O4
Method: DFT, wB97M-V/def2-TZVPD

The geometry in XYZ format:
```
18
C8H6O4 wB97M-V/def2-TZVPD
C -1.70901 -1.58049 0.02385
C -0.89497 -0.21762 0.04630
C -1.65427 0.94601 -0.07422
C -1.13048 2.15948 -0.00164
C 0.21770 2.31684 -0.03726
C 1.04747 1.26264 -0.06877
C 0.49020 -0.05264 -0.05009
C 1.51254 -1.12166 -0.00519
H 0.08305 -2.98599 0.22432
H -2.50679 0.54410 0.09914
H -2.00647 2.81927 -0.14322
H 0.55287 3.39926 -0.02379
H 2.38286 1.45856 -0.01581
H 3.56695 -1.63899 0.23174
O -1.15568 -2.80620 -0.10390
O -2.97829 -1.42219 -0.00416
O 2.79579 -0.70747 -0.01082
O 1.38651 -2.37293 -0.08645
```

Values from the calculation:
- HOMO: -9.932 eV
- Spin multiplicity: 1
- Gap between HOMO and LUMO: 9.1 eV

List of relative energies, unit eV: model a 1.423; model b 0.000

Model a:
Molecular formula: C2H3N3OS
Method: DFT, wB97M-V/def2-TZVPD

The geometry in XYZ format:
```
10
C2H3N3OS wB97M-V/def2-TZVPD
C -0.80115 -0.33852 0.05211
C 1.31520 -0.22337 0.23333
H -1.62993 -2.07356 0.13306
H 1.08127 1.74732 -0.44952
H -1.36332 1.69341 -0.03857
N 0.38079 -1.05673 0.29825
N 0.69514 1.04718 0.24298
N -0.59716 0.83400 -0.15513
O -1.99239 -1.05865 -0.18310
S 2.91156 -0.57108 -0.13340
```

Values from the calculation:
- HOMO: -7.979 eV
- Spin multiplicity: 1
- Gap between HOMO and LUMO: 7.9 eV

Model b:
Molecular formula: C2H3N3OS
Method: DFT, wB97M-V/def2-TZVPD

The geometry in XYZ format:
```
10
C2H3N3OS wB97M-V/def2-TZVPD
C 0.51843 -0.29305 -0.22633
C 0.94691 0.99231 -0.45220
H 1.92345 -1.49166 -0.73927
H 1.87330 1.35073 -0.87486
H -2.63970 -0.43688 1.25641
N -0.03696 1.83067 -0.03255
N -1.02796 1.12062 0.44745
N -0.68831 -0.15687 0.31358
O 0.97094 -1.53050 -0.45677
S -1.84008 -1.38537 0.76455
```

Values from the calculation:
- HOMO: -9.332 eV
- Spin multiplicity: 1
- Gap between HOMO and LUMO: 9.7 eV

List of relative energies, unit eV: model a 0.942; model b 0.000